Record 1
ORCA calculation (the ωB97M-V functional and the def2-TZVPD basis) on 2 unconnected molecules or ions with the total composition C18H29N7O6S at a distorted geometry.

* 2S+1: 1
* E_LUMO: 0.4363 eV
* electronic energy: -52688.5628 eV
* HOMO-LUMO gap: 9.1 eV
* F_max: 0.0379 Eh/bohr
* HOMO energy: -8.63 eV

Last column: Mulliken charge in e.
Atoms and positions in Å:
C 2.14 2.34 -6.11  -0.8535
S 3.19 1.02 -5.37  -0.0566
C 2.65 1.12 -3.62  -0.9512
C 1.34 0.35 -3.40  0.1267
O 1.56 -1.06 -3.41  -0.5558
C 1.36 -1.63 -2.11  -0.3705
N 2.55 -2.39 -1.73  0.1277
C 3.87 -2.08 -2.07  -0.0687
N 4.73 -2.95 -1.59  -0.7380
C 3.92 -3.89 -0.94  1.0604
C 4.19 -5.08 -0.29  0.1707
N 5.45 -5.53 -0.16  -0.4828
N 3.28 -5.82 0.29  -0.6537
C 2.02 -5.40 0.19  -0.4076
N 1.64 -4.27 -0.44  -0.6461
C 2.60 -3.55 -1.00  0.4340
C 1.06 -0.48 -1.14  0.3148
O -0.04 -0.77 -0.25  -0.5601
C 0.72 0.70 -2.04  0.0045
O -0.70 0.82 -2.17  -0.6809
H 2.34 3.30 -5.64  0.2645
H 1.08 2.09 -5.99  0.2750
H 2.36 2.42 -7.18  0.3506
H 2.52 2.17 -3.36  0.3856
H 3.43 0.72 -2.97  0.4218
H 0.63 0.62 -4.19  0.2828
H 0.49 -2.31 -2.15  0.3781
H 4.16 -1.22 -2.67  0.2997
H 5.57 -6.15 0.63  0.2798
H 6.15 -4.80 -0.33  0.2712
H 1.24 -6.01 0.65  0.3937
H 1.96 -0.25 -0.56  0.2733
H 0.13 -1.60 0.25  0.3312
H 1.13 1.63 -1.63  0.2382
H -1.10 0.32 -1.43  0.3508
C -4.01 1.54 5.12  -0.7113
N -2.97 0.56 4.81  -0.1333
C -2.19 0.43 3.74  -0.0772
O -1.32 -0.44 3.77  -0.7176
C -2.28 1.31 2.47  0.0435
N -3.59 1.92 2.19  0.0633
C -4.67 1.24 1.84  0.5740
C -5.93 2.04 1.60  -1.2382
O -4.69 0.02 1.72  -0.6322
C -1.18 2.38 2.54  -0.0423
C -0.97 3.07 1.19  -1.1370
O -1.52 3.39 3.47  -0.6236
H -3.69 2.54 4.83  0.2423
H -4.93 1.29 4.58  0.1897
H -4.23 1.53 6.19  0.3484
H -2.80 -0.15 5.52  0.2931
H -2.04 0.65 1.64  0.3824
H -3.65 2.93 2.29  0.3657
H -6.18 2.61 2.49  0.3366
H -5.78 2.70 0.75  0.3432
H -6.75 1.35 1.38  0.3319
H -0.24 1.92 2.83  0.4724
H -0.13 3.76 1.26  0.4045
H -0.75 2.33 0.43  0.1870
H -1.86 3.63 0.90  0.3392
H -1.27 3.07 4.35  0.3860


Record 2
ORCA calculation (the ωB97M-V functional and the def2-TZVPD basis) on a single C18H29NO4 molecule.

* 2S+1: 1
* energy relative to the best compared isomer or geometry (same formula, charge and spin): 1.68 kcal/mol
* E_LUMO: 0.0585 eV
* electronic energy: -28818.0691 eV
* HOMO-LUMO gap: 9.8 eV
* F_max: 0.0183 Eh/bohr
* HOMO energy: -9.74 eV

Last column: Mulliken charge in e.
Atoms and positions in Å:
C 0.53 -2.96 -0.17  -1.7290
C 1.18 -1.81 0.51  1.0275
C 0.74 -0.62 0.95  -0.2911
C -0.61 -0.01 0.92  0.2228
O -0.78 1.20 1.00  -0.6752
N -1.63 -0.89 0.83  0.0662
C -3.00 -0.45 0.75  -1.1940
C -3.44 -0.17 -0.69  -0.3447
C -3.39 -1.43 -1.57  -0.0039
O -3.94 -1.23 -2.84  -0.3933
C -3.10 -0.60 -3.80  0.8145
C -2.22 -1.63 -4.51  -1.2429
C -4.00 0.13 -4.79  -1.4796
C 1.91 0.16 1.51  1.7538
C 1.69 0.56 2.97  -1.0198
C 2.89 1.32 3.51  -1.0255
C 3.17 2.57 2.68  0.8262
C 4.36 3.34 3.24  -1.7024
C 3.42 2.15 1.23  -0.9960
C 2.23 1.40 0.66  -0.9898
O 3.01 -0.75 1.42  -0.4108
C 2.64 -1.89 0.82  0.0543
O 3.38 -2.80 0.58  -0.6798
H -0.16 -2.63 -0.95  0.2875
H -0.01 -3.59 0.54  0.3783
H 1.31 -3.57 -0.62  0.3614
H -1.44 -1.87 0.75  0.1993
H -3.64 -1.21 1.21  0.5063
H -3.08 0.48 1.33  0.3441
H -4.47 0.21 -0.68  0.3297
H -2.80 0.60 -1.11  0.2633
H -2.36 -1.79 -1.64  -0.1915
H -4.01 -2.22 -1.11  0.3219
H -2.45 0.14 -3.29  0.1630
H -1.58 -1.13 -5.24  0.3917
H -1.58 -2.15 -3.81  0.2124
H -2.85 -2.35 -5.02  0.3205
H -4.66 -0.58 -5.27  0.3286
H -4.61 0.87 -4.27  0.3567
H -3.40 0.63 -5.54  0.4020
H 0.80 1.18 3.01  0.3456
H 1.52 -0.34 3.56  0.4035
H 3.77 0.67 3.49  0.3319
H 2.70 1.60 4.55  0.4532
H 2.29 3.21 2.71  0.2151
H 4.17 3.64 4.26  0.4078
H 4.55 4.24 2.65  0.4084
H 5.26 2.73 3.22  0.3479
H 4.30 1.51 1.19  0.3405
H 3.62 3.03 0.61  0.4373
H 1.34 2.03 0.66  0.3401
H 2.43 1.08 -0.36  0.4061


Record 3
ORCA calculation (the ωB97M-V functional and the def2-TZVPD basis) on a molecular structure, C18H30AlIO15P at a distorted geometry.

* 2S+1: 1
* total charge: -1
* E_LUMO: 1.6619 eV
* electronic energy: -73857.3325 eV
* HOMO-LUMO gap: 5.3 eV
* F_max: 0.0316 Eh/bohr
* HOMO energy: -3.66 eV

Last column: Mulliken charge in e.
Atoms and positions in Å:
O 3.22 -0.20 0.58  -0.3005
P 3.16 -1.51 1.61  -0.2704
I 2.78 -3.38 0.06  -0.1330
Al 5.43 -1.67 2.40  0.2582
O 6.23 -3.25 2.12  -0.3750
C 6.84 -3.23 0.87  -0.3025
C 6.62 -1.86 0.16  -0.2296
O 6.41 -0.87 1.11  -0.4707
H 2.77 0.55 1.00  0.2781
H 5.61 -1.06 3.86  -0.3095
H 7.92 -3.39 0.93  0.2519
H 6.40 -4.02 0.25  0.2015
H 7.47 -1.56 -0.44  0.3417
H 5.78 -1.99 -0.54  0.0795
C -0.13 -5.53 -5.82  -1.4408
C 0.46 -4.94 -4.56  0.5060
C 1.87 -5.39 -4.24  -0.4949
O 1.90 -5.31 -2.81  -0.2390
C 0.63 -5.49 -2.36  0.5692
O 0.33 -5.67 -1.24  -0.4852
O -0.25 -5.42 -3.40  -0.3691
H -1.14 -5.16 -5.98  0.3493
H 0.48 -5.25 -6.69  0.3713
H -0.17 -6.61 -5.75  0.3516
H 0.39 -3.85 -4.57  0.2806
H 2.63 -4.74 -4.66  0.3047
H 2.06 -6.42 -4.54  0.2964
C -2.77 1.30 3.01  -1.3991
C -1.64 1.17 2.03  0.5668
C -0.64 0.07 2.32  -0.6395
O 0.57 0.60 1.76  -0.1164
C 0.48 1.94 1.77  0.5574
O 1.38 2.68 1.53  -0.5506
O -0.78 2.34 2.06  -0.3905
H -3.43 2.11 2.72  0.2765
H -3.36 0.38 3.05  0.4132
H -2.39 1.52 4.00  0.3439
H -2.02 1.07 1.01  0.2445
H -0.88 -0.88 1.85  0.3635
H -0.49 -0.09 3.39  0.3224
C 3.02 1.62 -2.06  -1.2753
C 2.19 2.53 -2.92  0.5010
C 1.37 3.54 -2.15  -0.1377
O 0.24 3.74 -3.03  -0.3600
C 0.09 2.62 -3.77  0.6215
O -0.86 2.39 -4.45  -0.5599
O 1.16 1.81 -3.63  -0.3588
H 3.59 0.92 -2.67  0.4231
H 3.72 2.19 -1.45  0.3831
H 2.39 1.02 -1.40  0.1959
H 2.81 3.02 -3.67  0.2327
H 1.88 4.48 -1.98  0.3346
H 1.01 3.14 -1.20  0.0274
C -8.40 4.85 3.99  -1.4505
C -7.12 4.05 4.07  0.4833
C -6.23 4.16 2.85  -0.5081
O -5.56 2.88 2.85  -0.2945
C -6.38 1.99 3.47  0.6049
O -6.22 0.82 3.47  -0.5049
O -7.40 2.64 4.09  -0.3550
H -8.99 4.72 4.90  0.3553
H -8.18 5.91 3.87  0.3729
H -9.01 4.51 3.16  0.3583
H -6.57 4.29 4.98  0.2605
H -5.50 4.96 2.92  0.3440
H -6.79 4.25 1.92  0.2943